{"formula": "C24H56O22Tl", "method": "ωB97M-V/def2-TZVPD", "symbols": ["Tl", "O", "O", "O", "O", "O", "O", "O", "O", "O", "O", "O", "O", "O", "O", "O", "O", "O", "O", "O", "O", "O", "O", "C", "C", "C", "C", "C", "C", "C", "C", "C", "C", "C", "C", "C", "C", "C", "C", "C", "C", "C", "C", "C", "C", "C", "C", "H", "H", "H", "H", "H", "H", "H", "H", "H", "H", "H", "H", "H", "H", "H", "H", "H", "H", "H", "H", "H", "H", "H", "H", "H", "H", "H", "H", "H", "H", "H", "H", "H", "H", "H", "H", "H", "H", "H", "H", "H", "H", "H", "H", "H", "H", "H", "H", "H", "H", "H", "H", "H", "H", "H", "H"], "xyz": [[-1.43297, -2.26821, -3.53655], [-0.33086, -4.01922, -1.49547], [-3.94081, -1.67889, -4.99907], [-1.12988, -1.24686, -0.74959], [0.47650, -1.39781, -5.76905], [4.39103, 1.10593, 4.93399], [0.46994, -2.73501, 4.83981], [-1.72930, 4.02673, -0.43647], [2.42311, 2.29347, 1.01642], [-1.08511, 0.57902, -4.28963], [-3.86701, 1.90590, 5.00773], [1.50270, -3.01423, -3.33155], [1.80034, 0.08593, 4.05557], [-2.15863, 6.36798, 1.50684], [2.27401, 2.91668, -5.30260], [0.67650, -0.27075, -2.39628], [-2.45056, -3.09044, 4.63969], [4.94352, 2.19028, -6.10077], [4.72545, 2.89740, 2.83127], [-2.37282, -0.38487, 5.66770], [-3.61453, -0.84012, -2.20960], [-0.12328, 1.93650, 2.39527], [-1.76728, -4.23255, 1.09729], [-2.77550, -0.12651, 4.31141], [5.08294, 1.48922, 2.75151], [-3.15536, 5.69418, 0.76558], [1.66020, 1.06255, -0.75014], [1.47722, 1.53740, 0.51860], [-4.91569, -0.92973, -4.31692], [-0.72853, 0.40386, 0.87032], [5.49143, 0.87816, 4.07499], [-0.95746, 0.45641, -5.68090], [0.45343, -0.04895, -6.01055], [-0.49735, -0.28295, -0.30707], [-2.93791, 1.34891, 4.04748], [1.76799, -4.21895, -2.62551], [3.10830, 2.16032, -4.34673], [0.19984, 1.32554, 1.26699], [-2.77517, 4.26636, 0.54663], [-1.66944, -3.48676, 2.26219], [-4.30095, -0.07763, -3.24577], [1.08166, -4.31765, -1.21808], [1.01899, -1.69244, 5.63465], [0.63366, 0.13943, -1.26032], [2.22797, -1.02867, 4.95288], [-2.58337, -3.92515, 3.47295], [4.58439, 2.30939, -4.66537], [2.95670, 2.48505, -3.31733], [4.95954, 1.28057, -6.40698], [-5.60236, -1.62148, -3.82901], [4.42306, 0.80149, 2.22264], [-3.72412, 3.80362, 0.27562], [-2.27524, -4.95431, 3.65726], [-1.86929, -2.46992, 1.92426], [-2.69222, -4.24987, 0.84079], [-1.44689, -0.20192, 5.84316], [-1.57044, -2.78266, 4.86831], [-3.76211, -0.58966, 4.32511], [-3.59799, -3.91025, 3.07491], [0.30521, -0.92355, 5.93035], [-1.62764, -0.28416, -6.11737], [6.39088, 1.30399, 4.51970], [2.85641, -1.66084, 4.32558], [-0.83532, -4.23334, -0.70725], [-3.66724, 1.42776, 5.81586], [-5.09530, 0.51175, -2.78781], [2.94450, 1.08295, -4.32337], [-1.74352, 7.01151, 0.92791], [-4.11373, 5.82307, 1.26857], [-1.59359, 3.07807, -0.37966], [1.33744, -2.11557, 6.58735], [-1.32982, 1.35916, -6.16516], [1.40118, -5.08011, -3.18403], [-4.31936, -2.02623, -5.81004], [-0.61999, -3.48878, 2.55673], [2.84111, -4.40654, -2.58918], [-3.37950, 6.16528, -0.19146], [2.86598, -0.70304, 5.77449], [-4.26167, -0.94488, -1.50829], [-2.19385, -0.64601, 3.54991], [1.17304, -3.36085, 4.65120], [2.96995, 3.09600, -5.93908], [-2.48019, 3.86695, 1.51698], [0.57755, 0.20410, -7.06348], [1.12085, 0.58192, -5.42348], [5.98246, 1.42892, 2.13886], [-3.33372, 1.54760, 3.05151], [-1.63959, 0.30057, 1.44104], [2.34347, -2.64235, -3.60795], [1.28917, -1.72472, -6.16187], [-3.70827, 0.67581, -3.76457], [-0.29905, 0.88556, -3.83165], [1.52378, -3.59970, -0.52729], [1.28300, -0.34750, 3.37285], [-5.47049, -0.30064, -5.01300], [5.17490, 1.56344, -4.13344], [-2.00372, 1.90909, 4.08732], [5.69014, -0.19168, 4.01121], [1.26748, -5.35001, -0.92175], [4.80114, 3.33778, -4.37634], [4.52302, 0.59436, 5.73555], [2.56497, 1.20198, -1.32317], [5.51801, 3.41902, 2.68516]], "lowdin_charge": [1.165, -0.187, -0.156, -0.054, -0.099, -0.071, -0.073, -0.059, 0.092, -0.130, -0.076, -0.136, -0.066, -0.047, -0.058, 0.029, -0.076, -0.082, -0.049, -0.070, -0.132, -0.022, -0.069, -0.228, -0.227, -0.271, 0.134, -0.276, -0.259, 0.012, -0.253, -0.239, -0.265, -0.364, -0.230, -0.231, -0.229, -0.336, -0.234, -0.252, -0.218, -0.164, -0.211, -0.283, -0.179, -0.186, -0.197, 0.110, 0.078, 0.120, 0.108, 0.110, 0.110, 0.104, 0.099, 0.061, 0.040, 0.125, 0.114, 0.109, 0.107, 0.110, 0.117, 0.041, 0.061, 0.125, 0.093, 0.084, 0.117, 0.054, 0.115, 0.123, 0.112, 0.096, 0.109, 0.117, 0.118, 0.097, 0.092, 0.094, 0.097, 0.056, 0.117, 0.128, 0.094, 0.106, 0.110, 0.114, 0.086, 0.101, 0.117, 0.069, 0.118, 0.060, 0.128, 0.120, 0.104, 0.112, 0.115, 0.124, 0.071, 0.120, 0.078], "homo_lumo_gap_ev": [7.31, 5.35], "total_charge": 0, "e_homo_ev": [-7.58, -7.33], "e_tot_ev": -75524.698, "lumo_energy_ev": [-0.27, -1.98], "spin_multiplicity": 2}